# 1
Formula: C33H38BiF6N5O9S10Se
Source: the Open Molecules 2025 dataset
Level of theory: wB97M-V/def2-TZVPD

Positions of all 103 atoms, in Å:
C: -3.6041 -2.0265 3.2018
H: 3.1841 1.5507 4.7249
C: -6.7819 2.2290 0.8977
C: -5.4990 1.7613 1.1305
C: -0.8605 -2.3402 -2.5221
O: 4.3564 -1.9930 -1.0427
F: 3.2038 4.7679 -3.0195
H: -6.9028 1.8448 -2.4666
H: -4.2075 -4.0723 3.0041
O: 2.0462 2.1577 -2.3566
C: -4.7361 1.3101 0.0623
F: 1.5496 4.2670 -4.3202
H: -8.2920 2.6232 -0.5765
H: -3.4555 -2.0880 4.2726
C: -3.3221 -0.8443 2.5316
C: 3.6704 0.3759 1.6268
O: 0.4493 0.2276 -3.9056
H: 2.2926 2.1084 3.2899
H: 0.9307 -3.0950 -2.7057
C: 4.5255 -2.3628 5.1286
C: 0.2687 -3.0055 -4.6874
F: -0.2197 2.1072 -6.0152
H: 1.1539 3.5324 1.9963
H: -1.3059 2.7884 2.1507
C: -3.4865 -0.7921 1.1560
C: -0.2174 2.8672 -0.4821
H: 5.1598 -4.2403 4.3008
H: 0.9801 -2.2383 -5.0037
S: 1.4418 0.3322 -4.9408
O: 2.4215 -3.0035 -2.1137
S: 1.5984 -0.9636 7.4582
C: -0.4032 3.9708 0.5668
H: -1.1904 -0.5938 -4.7375
H: -4.5817 1.0150 -2.0387
H: -3.9472 -1.8509 -0.6487
C: -4.1638 -3.0770 1.1059
S: -3.0496 0.7425 0.3442
C: 4.1078 -1.0633 4.8981
S: 2.9617 -1.7623 -1.5436
C: 4.8522 -3.2273 4.0747
S: 2.9736 2.1926 -3.4706
H: -1.1913 2.6373 -0.9339
N: -1.9120 -1.6492 -3.0390
C: 4.7713 -2.8216 2.7550
C: 4.3540 -1.5173 2.5216
N: 4.1514 -0.8289 1.3482
H: 0.7768 5.2617 1.8503
N: 2.4492 1.5174 -4.7636
N: 0.0637 -2.9776 -3.2498
O: 2.0251 -0.8504 -5.4918
H: -2.4771 3.5603 1.0733
Bi: 0.7627 0.6919 -0.5991
O: -2.5112 0.4538 -1.0198
F: -0.3619 0.1097 -6.8314
C: -4.0229 -3.1392 2.4863
C: -5.2236 1.3452 -1.2315
H: -2.9263 0.0147 3.0599
O: 2.1601 -1.3586 -0.3291
H: -2.3941 -1.8629 -5.0940
H: 0.6813 -3.9818 -4.9472
C: -2.0843 -1.1013 -4.3764
C: 2.8120 3.9531 -4.0105
F: 1.2911 1.3903 -7.3874
C: 0.4987 1.0368 -6.3693
H: 1.8168 -3.0035 1.0048
C: 1.3810 -3.7893 1.6185
H: 4.0070 2.5169 3.4722
H: -5.0912 1.7415 2.1347
H: 4.2568 -1.2433 0.3521
F: 3.5758 4.2172 -5.0792
H: -7.3854 2.5802 1.7253
H: -2.8880 -0.3678 -4.3163
C: -3.8911 -1.8987 0.4301
C: 3.2527 1.7529 3.6581
C: 0.8880 4.3250 1.2941
C: 0.4328 -0.6552 3.3451
H: -1.6141 4.5268 2.2752
H: 3.8223 -0.4173 5.7176
H: 0.3918 3.2746 -1.2935
Se: 3.2056 1.7167 0.4141
S: -0.7478 -2.4495 -0.8322
H: -4.4468 -3.9598 0.5474
C: 1.1366 -1.1256 5.8703
S: -0.1611 -3.1954 2.3588
N: 3.6064 0.5230 2.9788
C: -1.5143 3.6901 1.5753
S: -0.0436 0.4609 2.0926
H: 4.9995 -3.4799 1.9275
S: 0.8470 0.2078 4.8252
H: 4.5743 -2.7245 6.1476
H: -0.6618 -2.8899 -5.2303
S: 0.9029 -2.6122 5.0636
C: 0.4339 -2.0033 3.4871
H: -0.7194 4.8713 0.0170
C: 4.0235 -0.6575 3.5718
H: 2.0623 -4.1445 2.3921
H: 1.0949 -4.6115 0.9642
O: 2.9104 -0.6406 -2.4908
O: 4.3664 2.0507 -3.2088
H: 1.7217 4.4323 0.5987
C: -7.2902 2.2534 -0.3965
C: -6.5113 1.8158 -1.4574
H: -2.3383 -1.1029 -2.3007

Force components x, y, z for each atom (eV/Å):
C 0.00 -0.01 0.00
H 0.07 0.06 -0.10
C 0.00 0.00 0.00
C -0.01 -0.01 0.00
C 0.37 -0.33 -0.65
O -0.28 0.19 0.21
F -0.01 -0.06 -0.02
H 0.00 0.00 0.00
H 0.00 0.00 0.00
O 0.01 0.11 -0.12
C -0.02 -0.02 0.01
F 0.01 -0.03 0.00
H 0.00 0.00 0.00
H 0.00 0.00 0.00
C 0.04 0.00 -0.03
C 0.02 0.05 0.17
O 0.21 0.00 -0.03
H 0.00 0.00 0.00
H 0.21 -0.27 0.06
C 0.03 0.05 -0.02
C -0.05 -0.08 0.01
F 0.06 -0.01 0.03
H 0.01 -0.01 -0.03
H 0.00 -0.01 0.01
C 0.06 -0.01 0.02
C -0.12 -0.03 0.10
H 0.00 -0.01 0.00
H -0.41 -0.58 0.16
S 0.16 0.66 0.31
O 0.52 -0.09 0.15
S 0.01 0.00 0.07
C -0.03 0.00 -0.03
H -0.37 -0.25 0.10
H 0.00 -0.01 0.00
H 0.01 0.01 -0.02
C 0.02 0.01 -0.01
S 0.08 0.00 -0.13
C 0.14 0.02 -0.04
S 0.22 0.33 0.23
C -0.01 0.01 0.00
S -0.21 0.29 0.39
H 0.00 -0.01 -0.01
N -0.08 0.02 0.01
C 0.02 -0.01 -0.02
C 0.01 -0.02 0.01
N 0.12 -0.06 -0.20
H -0.01 -0.02 0.03
N 0.26 -0.35 -0.38
N -0.84 0.52 0.04
O 0.38 0.57 -0.30
H 0.00 0.00 0.00
Bi 0.38 -0.21 0.11
O -0.17 0.04 0.14
F 0.05 0.02 -0.03
C 0.00 0.01 0.02
C 0.02 0.03 0.00
H 0.01 0.01 0.01
O 0.04 -0.28 0.08
H -0.05 -0.01 0.01
H 0.01 -0.06 0.02
C -0.02 -0.03 -0.05
C 0.02 0.04 0.00
F 0.01 -0.04 0.06
C -0.04 0.02 -0.08
H 0.03 0.06 -0.04
C 0.01 -0.02 -0.02
H 0.04 0.01 -0.04
H 0.00 -0.01 0.00
H 0.02 -0.03 0.07
F -0.01 -0.02 0.01
H 0.00 0.00 0.00
H -0.02 0.05 0.02
C 0.00 -0.02 -0.01
C 0.14 0.10 0.01
C 0.00 -0.02 0.03
C 0.02 -0.01 0.02
H 0.00 0.01 0.00
H 0.05 -0.02 0.00
H -0.01 0.03 -0.01
Se 0.01 -0.02 -0.11
S -0.32 0.08 0.37
H 0.00 0.00 0.00
C -0.16 -0.02 -0.06
S -0.05 -0.01 -0.13
N 0.06 -0.05 -0.13
C -0.03 0.06 -0.02
S -0.09 0.06 -0.05
H -0.01 0.00 -0.01
S -0.28 -0.26 0.09
H -0.02 0.01 0.02
H -0.06 -0.05 -0.04
S -0.06 0.01 0.02
C 0.00 0.13 0.01
H 0.05 0.02 -0.02
C 0.00 -0.04 -0.01
H -0.01 0.00 -0.01
H -0.01 0.01 -0.01
O -0.10 -0.15 -0.02
O -0.01 -0.02 -0.15
H -0.01 0.03 -0.01
C 0.00 0.00 0.00
C 0.00 0.00 0.00
H -0.03 -0.04 -0.06

**Spin multiplicity**: 1
**Energy relative to the best compared isomer or geometry (same formula, charge and spin)**: 128.2 kJ/mol
**Frontier orbital gap**: 6.11 eV
**Calculated total energy**: -256562.7161 eV
**Net charge**: -2
**E_HOMO**: -0.09332 Eh
**LUMO level**: 3.6 eV


# 2
Formula: C33H38BrF25I2NO4PS
Source: the Open Molecules 2025 dataset
Level of theory: wB97M-V/def2-TZVPD

Positions of all 106 atoms, in Å:
C: -2.8647 -0.8388 -1.5261
H: -1.7037 2.5082 -2.8700
C: 0.9514 1.2543 4.3546
C: -1.8543 -5.6212 -1.9807
H: 1.3712 2.1355 1.0156
C: -3.7032 -0.0880 -2.2899
O: 2.2062 -2.9533 -2.2437
H: 1.5085 0.6743 -0.5149
C: 0.6823 1.8053 2.9763
F: 5.9121 1.9982 -3.8107
C: 4.6488 2.2323 -4.2241
H: -3.9618 1.7097 -3.4311
F: 0.8694 2.6931 7.1083
F: -3.0444 -1.6406 5.3736
F: -3.8277 1.2837 3.5885
H: -1.4066 -3.2945 -6.0253
H: 0.3976 2.8534 2.9901
F: 2.4186 1.6781 -3.6030
C: 0.6258 -1.6099 -1.2225
F: 3.8316 2.1547 -2.0113
H: -0.3963 -0.6651 0.4337
H: -1.4520 -6.5564 -1.6098
C: -2.0735 1.5641 -2.4995
H: -1.1721 -2.1330 -0.0535
F: 1.9608 1.4383 -6.4066
I: -1.3467 -4.9946 0.8481
H: 0.8761 -3.2148 -4.2590
C: -1.1362 -2.5390 -3.9862
H: -2.9003 -5.6235 -1.6821
N: 1.3847 -3.0575 1.8118
S: 1.8076 3.4508 6.1116
F: 2.4574 0.9377 6.1030
H: -6.6580 2.5053 6.9030
C: 1.9812 -1.4242 -0.5265
F: 0.5365 3.7000 -6.8189
F: -6.0566 4.0072 5.7282
C: 2.1419 1.8435 5.1631
H: 4.5774 3.4134 -6.6552
H: -3.1057 -0.3675 7.2583
H: -1.7391 -3.5586 -1.3655
H: -4.6957 -0.4703 -2.4925
C: -1.2417 0.8080 -1.7377
H: 0.6944 -0.8180 -1.9726
Br: -3.4226 -4.0337 -4.8025
H: 3.9380 0.4949 -3.1252
C: 1.7585 1.6293 1.9028
C: -3.2590 0.0976 3.8700
H: 1.2352 -4.0578 1.7291
H: 0.8938 -4.3787 -0.6247
O: 4.5317 1.6820 -5.4864
H: 2.6969 2.1352 2.1141
H: -0.2070 1.2830 2.6211
C: 0.7205 -2.8678 -2.1321
H: 3.6403 -2.0877 1.3749
F: -4.3873 3.2934 7.7877
H: -0.9234 -4.5316 -4.8303
F: 3.2393 1.9930 4.4273
H: 0.7443 -1.5496 -3.8323
H: 1.1888 -0.4314 1.8137
C: 3.7104 1.5572 -3.2234
O: -4.2885 1.2162 7.0898
F: 4.4965 3.5707 -4.2479
C: 0.3581 -4.2585 -1.5522
C: 2.2211 0.0065 -0.0304
F: 1.2100 -0.0725 4.2602
F: -3.6509 -0.7708 2.9074
H: 2.9230 -0.1592 2.0175
C: 2.5792 2.5345 -6.8974
C: -3.2994 0.3802 6.4904
C: 2.0354 0.1679 1.4838
H: 3.2184 0.3167 -0.3373
C: -4.5008 2.5193 6.6853
F: -6.1454 1.9288 5.0740
O: 3.8520 -1.3765 -2.1926
H: 2.2608 4.6860 -6.9418
H: 4.4937 1.8805 -7.4585
C: -5.9151 2.7243 6.1335
P: 2.5001 -2.6538 0.7717
F: 3.0629 3.1402 7.0269
C: -1.1600 -4.4659 -1.2652
I: 1.2369 -5.8017 -2.8208
H: -2.1717 0.2031 3.8112
H: -2.3547 0.9076 6.3574
C: -1.5062 -3.6323 -5.0019
H: -1.3457 -1.5919 -4.4807
C: 1.8379 3.8017 -6.4575
F: -0.2007 1.3239 5.0786
C: -3.3236 1.1103 -2.8034
F: 1.8658 3.9758 -5.1250
F: -5.0041 -0.6988 5.2561
H: -0.2471 1.1772 -1.5141
F: 0.6073 3.8518 5.1676
C: 4.0935 2.4378 -6.6123
F: -3.5537 2.9363 5.8261
C: -3.6781 -0.4420 5.2404
C: 0.3610 -2.5355 -3.5849
C: 2.8387 -1.8722 -1.7336
F: 2.7815 4.2675 5.1538
F: 2.4474 2.4854 -8.2536
H: -1.8352 -2.6000 -3.1623
H: 2.9752 -3.7772 0.0614
C: -1.6016 -0.4157 -1.2491
C: -0.6509 -1.2625 -0.4413
H: -1.7868 -5.5419 -3.0579
H: -3.1993 -1.7947 -1.1409
F: 1.5637 4.7655 6.9369

Force components x, y, z for each atom (eV/Å):
C -0.37 -1.26 0.57
H -0.11 0.17 -0.09
C -0.26 -0.16 -0.76
C -0.26 0.28 0.57
H -0.13 0.15 0.05
C -1.86 -0.63 -0.42
O 0.74 0.43 -0.70
H 0.05 -0.02 -0.23
C 0.23 0.22 -0.65
F -0.03 -0.08 0.13
C 0.34 0.20 -0.77
H -0.27 -0.05 -0.05
F -0.45 -0.29 0.02
F 0.24 0.06 -0.08
F -0.15 0.20 0.25
H 0.17 -0.07 -0.10
H 0.06 0.11 0.46
F -0.09 0.17 -0.16
C -0.86 0.32 0.22
F 0.14 0.11 -0.07
H 0.27 -0.15 0.11
H 0.21 -0.20 -0.34
C 0.53 1.11 -0.50
H 0.12 -0.05 0.13
F -0.08 0.09 0.10
I -0.28 0.16 -0.09
H 0.22 -0.22 0.18
C 0.04 0.07 -0.60
H -0.15 0.11 -0.18
N 0.43 0.20 -0.44
S 1.25 0.71 -0.09
F -0.24 0.03 0.18
H 0.09 0.02 0.08
C 1.30 -0.38 -0.46
F 0.06 -0.11 -0.10
F 0.11 0.02 0.08
C 0.00 -0.56 0.99
H -0.20 0.14 0.19
H -0.11 -0.05 -0.04
H 0.15 0.16 -0.06
H -0.05 0.00 -0.05
C 1.67 0.36 0.47
H -0.05 0.17 0.05
Br 0.26 -0.07 -0.23
H 0.19 0.12 -0.06
C 0.11 -0.31 -0.74
C 0.34 -0.16 -0.39
H -0.24 0.05 0.30
H 0.25 0.02 0.03
O -0.73 0.18 0.28
H -0.05 0.11 0.27
H -0.10 -0.17 0.14
C 1.75 -0.07 -0.05
H 0.13 0.14 -0.52
F -0.15 0.08 0.01
H -0.22 -0.25 -0.10
F -0.17 0.13 -0.47
H 0.29 0.09 0.27
H 0.10 -0.27 0.07
C -0.13 -0.40 0.26
O -0.37 0.04 -0.74
F -0.23 -0.01 0.05
C -0.91 0.64 -0.52
C 0.04 -0.12 0.21
F 0.28 -0.10 -0.12
F -0.03 -0.11 0.11
H -0.03 -0.30 0.12
C 0.16 -0.58 0.42
C 0.42 0.10 0.53
C -0.21 0.65 0.20
H 0.08 0.09 -0.02
C 0.74 -0.50 0.34
F 0.18 -0.11 -0.09
O -1.27 -1.10 0.82
H 0.07 -0.04 -0.02
H -0.10 -0.08 0.02
C -0.37 0.07 -0.01
P -1.12 -0.78 0.92
F 0.02 -0.13 0.20
C 0.39 -1.05 0.27
I -0.11 0.10 0.31
H -0.02 -0.03 0.14
H -0.10 0.11 -0.27
C -0.19 0.34 0.59
H -0.17 0.17 0.19
C -0.25 0.29 -0.22
F 0.08 0.28 0.35
C -0.31 0.83 -0.56
F 0.23 -0.17 0.20
F -0.03 0.10 -0.13
H 0.04 0.15 -0.07
F -0.43 -0.17 -0.01
C 0.61 -0.01 -0.19
F -0.14 -0.04 -0.20
C -0.57 0.17 0.39
C -1.26 -0.36 -0.38
C 0.18 0.84 -0.07
F -0.14 0.08 -0.20
F 0.06 0.24 -0.07
H 0.17 0.04 0.26
H 0.36 0.37 -0.14
C 0.44 -0.74 0.43
C -0.05 0.08 0.16
H 0.05 -0.09 -0.13
H -0.12 -0.06 0.03
F -0.08 0.16 0.03

**Spin multiplicity**: 1
**Energy relative to the best compared isomer or geometry (same formula, charge and spin)**: 69.7 kJ/mol
**Frontier orbital gap**: 8.82 eV
**Calculated total energy**: -218820.2159 eV
**SMILES**: C[C@@H](I)[C@@H](I)[C@]1(CCCBr)OC(=O)[C@](CCCCC(F)(F)C(F)(F)S(F)(F)(F)(F)F)([PH2]=N)[C@@H]1Cc1ccccc1.FC(F)C(F)(F)COC(F)(F)C(F)F.FC(F)C(F)(F)COC(F)(F)C(F)F
**E_HOMO**: -0.32476 Eh
**LUMO level**: 0.0 eV